C5H6O2S in the gas phase at a distorted geometry, computed with wB97M-V/def2-TZVPD.

Values from the calculation:
Molar mass   130.2 Da
E   -742.725196 Eh
HOMO energy   -8.88 eV
Total charge   0
LUMO   0.6 eV
Relative energy (zero: lowest compared OMol25 entry of this formula, charge and spin)   37.5 kcal/mol
SMILES   CC1=CCOC(=O)S1
Kohn-Sham gap   9.5 eV

Geometry (Å):
C: 1.946 -0.917 -0.118
C: 0.578 -0.461 0.122
C: 0.415 0.860 -0.128
C: -1.007 1.405 0.290
C: -2.045 -0.768 0.001
H: 2.495 0.048 -0.160
H: 1.966 -1.404 -1.107
H: 2.459 -1.473 0.580
H: 1.077 1.406 -0.732
H: -1.193 2.364 -0.042
H: -1.091 1.375 1.366
O: -2.002 0.562 -0.073
O: -3.025 -1.293 -0.249
S: -0.573 -1.704 0.250


2 unconnected molecules or ions with the total composition C5H10O2 at a distorted geometry, computed with wB97M-V/def2-TZVPD.

Values from the calculation:
Molar mass   102.1 Da
E   -346.902042 Eh
HOMO energy   -8.86 eV
Total charge   0
LUMO   0.6 eV
Relative energy (zero: lowest compared OMol25 entry of this formula, charge and spin)   77.4 kcal/mol
SMILES   C/C=C\O.C=CO
Kohn-Sham gap   9.5 eV

Geometry (Å):
C: 1.815 1.725 -0.649
C: -0.731 -0.320 1.068
C: -1.567 0.594 1.644
C: 1.544 0.896 -1.597
C: -1.158 -1.554 0.282
O: -2.832 0.839 1.418
O: 0.452 0.180 -1.825
H: 1.052 1.935 0.067
H: 2.754 2.147 -0.410
H: 0.235 -0.415 1.545
H: -1.091 1.190 2.434
H: 2.193 0.778 -2.474
H: -0.942 -1.457 -0.784
H: -2.274 -1.533 0.282
H: -0.821 -2.576 0.586
H: -3.357 0.089 1.245
H: -0.276 0.268 -1.198


3 unconnected molecules or ions with the total composition C29H34BrFIN4O9PS3 at a distorted geometry, computed with wB97M-V/def2-TZVPD.

Values from the calculation:
Molar mass   935.6 Da
E   -6529.219647 Eh
HOMO energy   -8.89 eV
Total charge   0
LUMO   -0.3 eV
SMILES   NCCCCc1c(CC(=O)I)c(P(O)Br)cc2c1Sc1c(N=C=O)cc(C(=O)NC(=O)F)cc1N2.O=S1(=O)CCCC1.O=S1(=O)CCCC1
Kohn-Sham gap   8.6 eV

Geometry (Å):
N: -0.006 4.285 3.068
C: -1.393 3.928 2.747
C: -1.599 2.475 2.318
C: -1.382 1.500 3.471
C: -1.041 0.036 3.081
C: -1.237 -0.271 1.626
C: -0.174 -0.235 0.711
C: 1.175 0.157 1.233
C: 1.875 -0.870 2.074
O: 2.634 -0.574 2.935
I: 1.511 -2.938 1.693
C: -0.430 -0.517 -0.635
P: 0.967 -0.472 -1.802
O: 0.446 -1.503 -2.957
Br: 0.575 1.528 -2.722
C: -1.713 -0.807 -1.065
C: -2.763 -0.835 -0.179
C: -2.511 -0.569 1.158
S: -3.897 -0.582 2.264
C: -5.048 0.203 1.189
C: -5.953 1.151 1.660
N: -5.941 1.513 3.042
C: -6.552 0.832 3.845
O: -7.077 0.178 4.640
C: -6.822 1.769 0.782
C: -6.778 1.434 -0.563
C: -7.713 2.150 -1.466
O: -8.843 2.373 -1.179
N: -7.175 2.603 -2.757
C: -6.031 3.362 -2.592
O: -5.812 4.144 -1.736
F: -5.172 3.127 -3.594
C: -5.881 0.489 -1.033
C: -5.016 -0.137 -0.159
N: -4.088 -1.105 -0.635
H: 0.616 3.849 2.396
H: 0.263 3.909 3.968
H: -1.663 4.544 1.895
H: -2.022 4.154 3.601
H: -0.937 2.300 1.473
H: -2.636 2.386 1.997
H: -0.607 1.871 4.134
H: -2.297 1.496 4.055
H: -1.682 -0.624 3.656
H: -0.037 -0.193 3.408
H: 1.860 0.468 0.451
H: 1.048 1.018 1.883
H: -0.309 -1.148 -3.446
H: -1.909 -0.998 -2.108
H: -7.500 2.517 1.154
H: -6.907 1.773 -3.282
H: -5.849 0.228 -2.078
H: -4.372 -2.041 -0.363
C: 3.393 -5.643 -4.600
C: 3.641 -4.131 -4.506
C: 2.865 -3.614 -3.288
S: 2.762 -4.992 -2.138
O: 1.381 -5.379 -1.994
O: 3.579 -4.720 -0.983
C: 3.590 -6.185 -3.188
H: 4.068 -6.122 -5.307
H: 2.370 -5.832 -4.931
H: 4.708 -3.946 -4.372
H: 3.331 -3.613 -5.412
H: 3.366 -2.787 -2.792
H: 1.848 -3.326 -3.542
H: 3.150 -7.166 -3.027
H: 4.642 -6.193 -2.906
C: 7.472 0.758 0.760
C: 6.591 0.934 2.005
C: 5.635 2.100 1.729
S: 5.399 2.141 -0.053
O: 5.947 3.368 -0.570
O: 4.050 1.745 -0.387
C: 6.522 0.799 -0.433
H: 8.032 -0.176 0.788
H: 8.189 1.579 0.691
H: 6.016 0.023 2.181
H: 7.186 1.122 2.897
H: 4.670 1.963 2.204
H: 6.063 3.058 2.018
H: 7.012 1.003 -1.382
H: 5.930 -0.113 -0.503


A molecular structure, C29H33N3OYb at a distorted geometry, computed with wB97M-V/def2-TZVPD.

Values from the calculation:
Molar mass   612.6 Da
E   -2522.987673 Eh
HOMO energy (spin up / spin down)   -0.64 / -2.93 eV
Multiplicity   2
Total charge   -1
LUMO (spin up / spin down)   2.7 / 2.7 eV
Relative energy (zero: lowest compared OMol25 entry of this formula, charge and spin)   0.0 kcal/mol
Kohn-Sham gap (spin up / spin down)   3.4 / 5.7 eV

Geometry (Å):
Yb: 0.175 -0.251 0.064
N: 2.255 -0.360 1.143
N: 1.833 2.442 -0.267
C: -2.221 -0.161 -0.118
C: -1.879 0.610 1.034
C: -1.363 -0.274 2.022
C: -0.742 0.106 3.317
H: -0.893 1.176 3.509
H: 0.348 -0.102 3.341
H: -1.204 -0.462 4.145
C: -1.391 -1.590 1.491
C: -0.813 -2.789 2.155
H: -1.510 -3.226 2.890
H: 0.099 -2.528 2.711
H: -0.563 -3.574 1.431
C: -1.931 -1.528 0.176
C: -1.997 -2.658 -0.791
H: -1.135 -3.336 -0.692
H: -2.029 -2.285 -1.821
H: -2.896 -3.280 -0.646
C: -1.920 2.088 1.133
H: -2.262 2.401 2.137
H: -2.625 2.486 0.387
H: -0.929 2.552 0.938
C: -2.578 0.382 -1.457
H: -1.851 0.112 -2.255
H: -2.617 1.478 -1.425
H: -3.573 0.020 -1.785
C: 2.939 -1.471 1.511
H: 2.351 -2.379 1.703
C: 4.335 -1.489 1.618
H: 4.851 -2.416 1.852
C: 5.043 -0.300 1.439
H: 6.130 -0.260 1.469
C: 4.343 0.888 1.232
H: 4.790 1.885 1.098
C: 2.927 0.845 1.177
C: 2.124 2.036 1.025
H: 1.468 2.373 1.836
C: 0.616 2.173 -0.904
C: 2.802 2.920 -1.199
H: 3.803 3.142 -0.873
C: 2.172 3.066 -2.372
H: 2.522 3.506 -3.301
N: 0.844 2.639 -2.183
C: -0.166 2.641 -3.203
C: -1.273 3.500 -3.077
C: -2.284 3.425 -4.043
H: -3.127 4.113 -3.973
C: -2.213 2.511 -5.098
C: -3.265 2.487 -6.180
H: -3.889 1.583 -6.095
H: -2.814 2.473 -7.185
H: -3.927 3.361 -6.108
C: -1.152 1.605 -5.140
H: -1.112 0.843 -5.918
C: -0.105 1.668 -4.211
C: 1.007 0.669 -4.249
H: 1.990 1.152 -4.242
H: 0.911 0.112 -5.186
H: 0.978 -0.064 -3.422
C: -1.379 4.481 -1.955
H: -0.626 5.280 -2.062
H: -1.254 4.009 -0.966
H: -2.374 4.955 -1.988
O: 2.298 -2.625 -2.118
C: 1.388 -2.063 -1.674


10 unconnected molecules or ions with the total composition C10H40O10 at a distorted geometry, computed with wB97M-V/def2-TZVPD.

Values from the calculation:
Molar mass   320.4 Da
E   -1157.164918 Eh
HOMO energy   -9.55 eV
Total charge   0
LUMO   0.3 eV
Relative energy (zero: lowest compared OMol25 entry of this formula, charge and spin)   117.3 kcal/mol
SMILES   CO.CO.CO.CO.CO.CO.CO.CO.CO.CO
Kohn-Sham gap   9.9 eV

Geometry (Å):
C: -2.330 2.076 3.831
O: -3.391 3.070 3.921
H: -2.557 1.187 4.419
H: -2.067 1.778 2.816
H: -1.497 2.492 4.397
H: -4.039 2.898 4.608
C: 4.491 -0.412 -0.370
O: 5.473 -1.290 0.242
H: 4.917 0.576 -0.549
H: 4.191 -0.886 -1.305
H: 3.617 -0.446 0.279
H: 5.653 -0.911 1.105
C: -0.064 -1.531 3.437
O: -0.759 -0.383 3.739
H: 0.386 -1.449 2.448
H: 0.584 -1.820 4.265
H: -0.847 -2.276 3.296
H: -0.115 0.328 3.773
C: 1.160 -4.561 0.811
O: 0.116 -5.160 0.140
H: 1.632 -3.707 0.325
H: 0.881 -4.165 1.787
H: 1.884 -5.372 0.885
H: 0.031 -4.677 -0.685
C: 1.606 1.497 2.120
O: 0.826 1.674 3.346
H: 1.057 1.684 1.197
H: 2.348 2.293 2.183
H: 2.025 0.491 2.112
H: 0.572 2.594 3.452
C: -0.081 0.447 -3.821
O: -1.003 0.084 -4.886
H: -0.314 -0.159 -2.947
H: 0.923 0.126 -4.098
H: -0.103 1.519 -3.622
H: -1.024 0.829 -5.490
C: -0.633 -0.275 0.032
O: 0.710 -0.697 -0.240
H: -1.396 -0.910 0.482
H: -0.587 0.541 0.754
H: -1.098 0.168 -0.848
H: 0.652 -1.456 -0.825
C: 1.839 -3.425 -2.624
O: 0.521 -2.995 -2.262
H: 2.400 -3.848 -1.791
H: 1.701 -4.131 -3.444
H: 2.247 -2.521 -3.075
H: 0.001 -2.834 -3.053
C: -1.663 4.381 -0.688
O: -1.164 3.069 -0.729
H: -2.072 4.721 -1.640
H: -2.466 4.449 0.045
H: -1.006 5.099 -0.198
H: -1.784 2.484 -1.169
C: -3.189 1.716 -2.939
O: -3.675 1.892 -1.591
H: -3.995 1.415 -3.608
H: -2.685 2.580 -3.372
H: -2.469 0.898 -2.909
H: -4.371 1.241 -1.469


A molecular structure, C32H29AlBO11, computed with wB97M-V/def2-TZVPD.

Values from the calculation:
Molar mass   627.4 Da
E   -2331.565702 Eh
HOMO energy   -3.86 eV
Total charge   -1
LUMO   -0.3 eV
Kohn-Sham gap   3.6 eV

Geometry (Å):
C: 1.634 -2.207 1.693
C: 0.958 -1.081 0.907
B: -0.620 -1.165 1.178
O: -1.186 0.014 1.691
Al: -1.738 -2.922 0.705
H: 2.719 -2.149 1.620
H: 1.312 -3.175 1.335
H: 1.387 -2.096 2.747
H: 1.394 -0.113 1.146
H: 1.102 -1.282 -0.158
H: -1.813 -0.204 2.395
H: -0.915 -4.305 0.861
H: -2.137 -2.784 -0.873
H: -3.056 -3.001 1.668
C: 4.087 2.527 -1.683
C: 3.909 1.425 -0.958
C: 4.044 1.448 0.520
O: 3.882 0.447 1.177
C: 4.378 2.747 1.158
C: 4.556 3.846 0.431
C: 4.423 3.819 -1.045
O: 4.587 4.827 -1.707
H: 3.995 2.534 -2.762
H: 3.658 0.470 -1.400
H: 4.467 2.742 2.237
H: 4.802 4.803 0.874
C: -2.230 -7.714 -1.789
C: -3.346 -8.426 -1.924
C: -4.648 -7.772 -2.206
O: -5.664 -8.430 -2.326
C: -4.660 -6.298 -2.331
C: -3.546 -5.579 -2.201
C: -2.243 -6.233 -1.923
O: -1.240 -5.575 -1.798
H: -1.270 -8.169 -1.579
H: -3.361 -9.505 -1.833
H: -5.623 -5.844 -2.533
H: -3.520 -4.498 -2.282
C: -4.484 1.356 6.588
C: -3.337 0.703 6.425
C: -3.153 -0.266 5.313
O: -2.109 -0.859 5.170
C: -4.297 -0.477 4.389
C: -5.443 0.180 4.556
C: -5.627 1.145 5.665
O: -6.671 1.745 5.818
H: -4.640 2.065 7.390
H: -2.490 0.842 7.085
H: -4.143 -1.185 3.580
H: -6.289 0.043 3.895
C: -4.324 0.753 -4.021
C: -3.640 -0.388 -4.034
C: -4.126 -1.583 -3.302
O: -3.503 -2.619 -3.313
C: -5.399 -1.457 -2.551
C: -6.082 -0.315 -2.539
C: -5.599 0.878 -3.275
O: -6.225 1.918 -3.268
H: -3.988 1.638 -4.547
H: -2.706 -0.501 -4.569
H: -5.731 -2.338 -2.018
H: -7.012 -0.201 -1.997
C: 9.776 5.843 -1.646
C: 9.812 6.757 -0.680
C: 8.583 7.469 -0.249
O: 8.620 8.303 0.631
C: 7.315 7.123 -0.934
C: 7.275 6.210 -1.901
C: 8.505 5.498 -2.331
O: 8.477 4.663 -3.209
H: 10.660 5.312 -1.976
H: 10.727 7.024 -0.166
H: 6.430 7.653 -0.603
H: 6.361 5.946 -2.410


2 unconnected molecules or ions with the total composition C4H12, computed with wB97M-V/def2-TZVPD.

Values from the calculation:
Molar mass   60.1 Da
E   -159.582389 Eh
HOMO energy   -11.73 eV
Total charge   0
LUMO   1.1 eV
Relative energy (zero: lowest compared OMol25 entry of this formula, charge and spin)   1.6 kcal/mol
SMILES   CC.CC
Kohn-Sham gap   12.9 eV

Geometry (Å):
C: -1.557 0.684 -0.791
C: -2.728 0.836 0.169
H: -1.742 1.111 -1.779
H: -0.656 1.183 -0.434
H: -1.368 -0.384 -0.902
H: -2.471 0.382 1.127
H: -3.632 0.359 -0.219
H: -2.978 1.885 0.319
C: 1.629 -1.069 -0.146
C: 2.636 -0.442 0.808
H: 1.690 -2.156 -0.110
H: 0.601 -0.753 0.004
H: 1.866 -0.825 -1.190
H: 2.498 -0.762 1.841
H: 3.647 -0.698 0.496
H: 2.567 0.648 0.808


A molecular structure, C52H73BN4O7SeSiW at a distorted geometry, computed with wB97M-V/def2-TZVPD.

Values from the calculation:
Molar mass   1167.9 Da
E   -5553.994299 Eh
HOMO energy (spin up / spin down)   -6.29 / -7.26 eV
Multiplicity   3
Total charge   0
LUMO (spin up / spin down)   -0.1 / -0.3 eV
Relative energy (zero: lowest compared OMol25 entry of this formula, charge and spin)   0.0 kcal/mol
Kohn-Sham gap (spin up / spin down)   6.2 / 7.0 eV

Geometry (Å):
W: 0.060 0.286 0.253
C: 3.965 -5.063 -1.468
O: 4.706 -4.371 -0.474
C: 4.180 -3.229 0.016
C: 4.928 -2.603 1.036
C: 4.441 -1.469 1.613
C: 3.211 -0.893 1.222
C: 2.641 0.208 1.959
C: 3.370 0.997 3.002
O: 1.449 0.537 1.780
C: 2.505 -1.488 0.141
O: 1.421 -0.968 -0.380
C: 2.998 -2.677 -0.429
H: 4.538 -5.954 -1.703
H: 3.849 -4.456 -2.369
H: 2.979 -5.350 -1.094
H: 5.857 -3.054 1.355
H: 4.999 -1.020 2.423
H: 4.432 0.779 3.055
H: 2.912 0.807 3.974
H: 3.217 2.053 2.768
H: 2.422 -3.132 -1.216
N: 2.458 1.027 -2.234
C: 3.346 2.085 -1.763
C: 2.630 3.281 -1.143
C: 1.660 3.016 -0.006
O: 1.841 3.571 1.073
O: 0.635 2.263 -0.273
H: 3.008 0.271 -2.625
H: 1.864 1.370 -2.982
H: 3.979 2.480 -2.570
H: 4.015 1.649 -1.015
H: 2.073 3.818 -1.919
H: 3.398 3.939 -0.738
C: -1.557 0.836 -1.179
Si: -1.811 0.361 -2.931
C: -1.868 -1.525 -3.074
N: -0.718 -2.122 -2.384
C: -1.009 -3.405 -1.758
C: -1.238 -4.538 -2.758
C: 0.019 -4.700 -3.609
C: 0.346 -3.375 -4.296
C: 0.438 -2.240 -3.270
C: -0.560 1.128 -4.119
C: -0.125 0.499 -5.287
C: 0.744 1.129 -6.170
C: 1.180 2.421 -5.913
C: 0.742 3.078 -4.770
C: -0.112 2.433 -3.885
C: -3.440 0.967 -3.699
C: -3.575 2.289 -4.136
C: -4.696 2.712 -4.834
C: -5.731 1.824 -5.098
C: -5.642 0.519 -4.639
C: -4.508 0.100 -3.952
H: -2.476 0.488 -0.680
H: -1.623 1.934 -1.139
H: -1.959 -1.874 -4.115
H: -2.784 -1.848 -2.566
H: -1.867 -3.277 -1.092
H: -0.143 -3.659 -1.132
H: -2.090 -4.295 -3.401
H: -1.476 -5.463 -2.224
H: -0.103 -5.494 -4.349
H: 0.851 -4.986 -2.952
H: -0.430 -3.150 -5.035
H: 1.296 -3.447 -4.834
H: 0.574 -1.285 -3.773
H: 1.316 -2.394 -2.643
H: -0.475 -0.501 -5.522
H: 1.076 0.614 -7.063
H: 1.850 2.917 -6.604
H: 1.068 4.092 -4.570
H: -0.434 2.951 -2.987
H: -2.784 3.003 -3.939
H: -4.762 3.737 -5.180
H: -6.600 2.148 -5.657
H: -6.446 -0.181 -4.832
H: -4.456 -0.929 -3.616
C: 0.472 -3.091 3.944
C: -0.298 -3.205 2.640
C: 0.028 -4.536 1.970
O: 0.153 -2.165 1.760
B: -0.928 -1.586 1.065
O: -2.103 -2.121 1.566
C: -1.831 -2.919 2.745
C: -2.716 -4.153 2.701
C: -2.190 -2.060 3.947
H: 1.526 -3.301 3.753
H: 0.106 -3.811 4.680
H: 0.395 -2.089 4.362
H: 1.090 -4.544 1.717
H: -0.543 -4.663 1.050
H: -0.180 -5.379 2.631
H: -2.669 -4.636 1.727
H: -3.751 -3.859 2.880
H: -2.427 -4.871 3.471
H: -1.634 -1.123 3.935
H: -2.002 -2.586 4.885
H: -3.248 -1.809 3.893
C: -4.638 0.621 4.206
C: -5.550 1.494 3.352
C: -5.803 0.932 1.953
C: -4.544 0.709 1.114
N: -3.857 1.972 0.840
C: -2.758 2.422 1.477
Se: -1.409 1.247 2.111
N: -2.368 3.555 0.854
C: -1.164 4.337 1.160
C: -1.451 5.665 1.851
C: -1.741 5.581 3.349
C: -3.047 4.878 3.719
C: -3.254 3.857 -0.161
C: -3.339 4.946 -1.027
C: -4.439 4.997 -1.855
C: -5.418 3.985 -1.843
C: -5.312 2.890 -1.016
C: -4.209 2.850 -0.167
H: -4.639 0.963 5.242
H: -3.606 0.644 3.855
H: -4.981 -0.416 4.196
H: -5.115 2.495 3.261
H: -6.515 1.606 3.850
H: -6.465 1.615 1.412
H: -6.315 -0.031 2.034
H: -4.804 0.255 0.157
H: -3.827 0.057 1.615
H: -0.649 4.505 0.215
H: -0.519 3.710 1.771
H: -2.287 6.166 1.350
H: -0.564 6.285 1.708
H: -1.767 6.601 3.739
H: -0.909 5.064 3.836
H: -3.883 5.268 3.133
H: -3.278 5.034 4.774
H: -2.984 3.802 3.554
H: -2.597 5.732 -1.026
H: -4.561 5.840 -2.521
H: -6.275 4.071 -2.496
H: -6.064 2.113 -1.012